Formula: C44H88BrN3O8P
Source: OMol25
Level of theory: ωB97M-V with the def2-TZVPD basis set

Last columns: bonded neighbours and bond lengths (Å).
Atoms and positions in Å:
1 C 2.155 6.348 -7.495  C2 1.529, H28 1.091, H29 1.090, H30 1.091
2 C 2.507 4.904 -7.857  C1 1.529, C3 1.548, H31 1.091, H32 1.091
3 C 1.933 3.807 -6.927  C2 1.548, C4 1.528, H33 1.094, H34 1.090
4 C 0.906 4.250 -5.885  C3 1.528, C5 1.534, H35 1.091, H36 1.095
5 C 0.102 3.069 -5.326  C4 1.534, C6 1.535, H37 1.093, H38 1.092
6 C 0.810 2.366 -4.160  C5 1.535, C7 1.527, H39 1.093, H40 1.095
7 C 0.307 2.831 -2.795  C6 1.527, C8 1.537, H41 1.093, H42 1.093
8 C 1.160 2.347 -1.612  C7 1.537, C9 1.526, H43 1.095, H44 1.093
9 C 0.487 1.282 -0.750  C8 1.526, C10 1.524, H45 1.097, H46 1.092
10 C 1.179 1.076 0.592  C9 1.524, C11 1.535, H47 1.096, H48 1.092
11 C 0.526 -0.007 1.463  C10 1.535, C12 1.532, H49 1.091, H50 1.092
12 C 1.356 -1.287 1.601  C11 1.532, C13 1.538, H51 1.092, H52 1.095
13 C 1.047 -2.090 2.876  C12 1.538, C14 1.531, H53 1.092, H54 1.091
14 C 2.330 -2.482 3.612  C13 1.531, C15 1.520, H55 1.094, H56 1.092
15 C 2.181 -3.700 4.509  C14 1.520, N16 1.518, H57 1.088, H58 1.089
16 N 3.287 -3.724 5.548  C15 1.518, C17 1.495, C27 1.488, H59 1.024
17 C 4.268 -4.838 5.373  N16 1.495, C18 1.509, H60 1.089, H61 1.088
18 C 5.399 -4.617 6.348  C17 1.509, N19 1.457, H62 1.104, H63 1.088
19 N 4.892 -4.714 7.711  C18 1.457, C20 1.457, H64 1.015
20 C 3.810 -3.793 8.030  N19 1.457, N21 1.447, P24 1.976, C27 1.529
21 N 3.204 -4.265 9.256  C20 1.447, C22 1.213
22 C 2.090 -3.978 9.639  N21 1.213, O23 1.153
23 O 1.037 -3.697 10.016  C22 1.153
24 P 4.680 -2.084 8.508  C20 1.976, O25 1.613, Br26 2.251
25 O 3.816 -1.559 9.765  P24 1.613, H65 0.968
26 Br 3.918 -0.709 6.897  P24 2.251
27 C 2.746 -3.794 6.932  N16 1.488, C20 1.529, H66 1.089, H67 1.091
28 H 2.794 7.038 -8.047  C1 1.091
29 H 1.121 6.592 -7.735  C1 1.090
30 H 2.318 6.547 -6.435  C1 1.091
31 H 3.595 4.823 -7.869  C2 1.091
32 H 2.173 4.710 -8.878  C2 1.091
33 H 2.766 3.330 -6.403  C3 1.094
34 H 1.497 3.020 -7.542  C3 1.090
35 H 0.221 4.985 -6.310  C4 1.091
36 H 1.423 4.723 -5.044  C4 1.095
37 H -0.877 3.424 -4.991  C5 1.093
38 H -0.061 2.352 -6.133  C5 1.092
39 H 0.691 1.282 -4.242  C6 1.093
40 H 1.883 2.572 -4.221  C6 1.095
41 H 0.292 3.924 -2.806  C7 1.093
42 H -0.721 2.479 -2.668  C7 1.093
43 H 2.100 1.939 -1.999  C8 1.095
44 H 1.435 3.191 -0.974  C8 1.093
45 H 0.510 0.329 -1.291  C9 1.097
46 H -0.557 1.551 -0.580  C9 1.092
47 H 2.227 0.823 0.397  C10 1.096
48 H 1.186 2.027 1.129  C10 1.092
49 H 0.313 0.400 2.452  C11 1.091
50 H -0.437 -0.259 1.015  C11 1.092
51 H 1.210 -1.928 0.729  C12 1.092
52 H 2.415 -1.010 1.601  C12 1.095
53 H 0.455 -1.467 3.550  C13 1.092
54 H 0.452 -2.978 2.660  C13 1.091
55 H 3.117 -2.693 2.883  C14 1.094
56 H 2.635 -1.625 4.216  C14 1.092
57 H 2.243 -4.627 3.942  C15 1.088
58 H 1.231 -3.715 5.040  C15 1.089
59 H 3.816 -2.853 5.443  N16 1.024
60 H 3.736 -5.762 5.590  C17 1.089
61 H 4.627 -4.826 4.346  C17 1.088
62 H 5.880 -3.648 6.128  C18 1.104
63 H 6.155 -5.382 6.186  C18 1.088
64 H 5.650 -4.576 8.372  N19 1.015
65 H 2.962 -1.156 9.554  O25 0.968
66 H 2.062 -2.956 7.059  C27 1.089
67 H 2.160 -4.713 6.980  C27 1.091
68 C 1.433 3.870 7.589  C69 1.529, C72 1.524, H73 1.088, H74 1.091
69 C 1.852 2.436 7.917  C68 1.529, C70 1.524, H75 1.093, H76 1.090
70 C 0.899 1.637 7.035  C69 1.524, O71 1.423, H77 1.096, H78 1.093
71 O 0.653 2.435 5.883  C70 1.423, C72 1.431
72 C 1.135 3.766 6.098  C68 1.524, O71 1.431, H79 1.095, H80 1.090
73 H 2.199 4.610 7.812  C68 1.088
74 H 0.530 4.134 8.141  C68 1.091
75 H 2.888 2.270 7.613  C69 1.093
76 H 1.761 2.185 8.974  C69 1.090
77 H -0.050 1.445 7.549  C70 1.096
78 H 1.312 0.680 6.709  C70 1.093
79 H 2.039 3.919 5.500  C72 1.095
80 H 0.375 4.470 5.761  C72 1.090
81 C -4.348 2.365 1.324  C82 1.527, C85 1.522, H86 1.086, H87 1.093
82 C -3.981 2.881 2.713  C81 1.527, C83 1.524, H88 1.091, H89 1.089
83 C -2.699 2.106 2.995  C82 1.524, O84 1.430, H90 1.096, H91 1.091
84 O -2.066 1.903 1.729  C83 1.430, C85 1.431
85 C -2.977 2.231 0.676  C81 1.522, O84 1.431, H92 1.096, H93 1.092
86 H -5.011 3.033 0.781  C81 1.086
87 H -4.828 1.386 1.399  C81 1.093
88 H -3.784 3.954 2.673  C82 1.091
89 H -4.751 2.705 3.462  C82 1.089
90 H -2.915 1.130 3.444  C83 1.096
91 H -2.006 2.637 3.650  C83 1.091
92 H -2.663 3.174 0.215  C85 1.096
93 H -2.933 1.447 -0.083  C85 1.092
94 C -2.194 -6.637 2.806  C95 1.528, C98 1.522, H99 1.088, H100 1.092
95 C -2.392 -6.610 4.321  C94 1.528, C96 1.522, H101 1.091, H102 1.088
96 C -1.090 -5.973 4.787  C95 1.522, O97 1.432, H103 1.097, H104 1.092
97 O -0.687 -5.078 3.745  C96 1.432, C98 1.436
98 C -1.472 -5.319 2.566  C94 1.522, O97 1.436, H105 1.094, H106 1.090
99 H -3.125 -6.708 2.247  C94 1.088
100 H -1.560 -7.478 2.521  C94 1.092
101 H -3.240 -5.975 4.581  C95 1.091
102 H -2.555 -7.593 4.758  C95 1.088
103 H -0.311 -6.731 4.931  C96 1.097
104 H -1.201 -5.406 5.713  C96 1.092
105 H -2.179 -4.495 2.438  C98 1.094
106 H -0.806 -5.343 1.703  C98 1.090
107 C 1.202 -1.260 -9.766  C108 1.528, C111 1.523, H112 1.089, H113 1.090
108 C 0.790 -0.213 -10.800  C107 1.528, C109 1.523, H114 1.092, H115 1.089
109 C 0.589 1.017 -9.925  C108 1.523, O110 1.429, H116 1.096, H117 1.091
110 O 1.515 0.892 -8.845  C109 1.429, C111 1.429
111 C 2.061 -0.429 -8.822  C107 1.523, O110 1.429, H118 1.096, H119 1.091
112 H 1.740 -2.106 -10.189  C107 1.089
113 H 0.325 -1.650 -9.249  C107 1.090
114 H 1.598 -0.043 -11.514  C108 1.092
115 H -0.107 -0.480 -11.358  C108 1.089
116 H -0.429 1.055 -9.522  C109 1.096
117 H 0.787 1.954 -10.448  C109 1.091
118 H 3.102 -0.389 -9.161  C111 1.096
119 H 2.048 -0.794 -7.794  C111 1.091
120 C -2.001 -5.913 -9.628  C121 1.528, C124 1.523, H125 1.089, H126 1.092
121 C -1.788 -5.889 -8.115  C120 1.528, C122 1.524, H127 1.092, H128 1.089
122 C -0.588 -4.958 -7.993  C121 1.524, O123 1.427, H129 1.095, H130 1.091
123 O -0.693 -4.029 -9.072  C122 1.427, C124 1.429
124 C -1.681 -4.472 -10.004  C120 1.523, O123 1.429, H131 1.095, H132 1.090
125 H -3.006 -6.209 -9.925  C120 1.089
126 H -1.291 -6.595 -10.099  C120 1.092
127 H -2.658 -5.455 -7.619  C121 1.092
128 H -1.602 -6.871 -7.684  C121 1.089
129 H 0.353 -5.511 -8.087  C122 1.095
130 H -0.569 -4.402 -7.054  C122 1.091
131 H -2.567 -3.834 -9.916  C124 1.095
132 H -1.281 -4.369 -11.013  C124 1.090
133 C -6.857 7.098 0.576  C134 1.528, C137 1.523, H138 1.089, H139 1.092
134 C -6.474 7.364 2.032  C133 1.528, C135 1.523, H140 1.092, H141 1.089
135 C -6.448 5.952 2.603  C134 1.523, O136 1.429, H142 1.095, H143 1.091
136 O -6.046 5.096 1.532  C135 1.429, C137 1.430
137 C -6.097 5.809 0.293  C133 1.523, O136 1.430, H144 1.096, H145 1.091
138 H -6.583 7.903 -0.103  C133 1.089
139 H -7.932 6.930 0.493  C133 1.092
140 H -5.481 7.815 2.084  C134 1.092
141 H -7.172 8.015 2.556  C134 1.089
142 H -7.440 5.646 2.952  C135 1.095
143 H -5.742 5.835 3.427  C135 1.091
144 H -5.075 6.018 -0.042  C137 1.096
145 H -6.582 5.179 -0.453  C137 1.091

Its highest occupied orbital energy is -10.2 eV. The value obtained for the calculated total energy is -5410.58665 a.u. The value obtained for the largest force on an atom is 0.70 eV Å⁻¹. Its net charge is +1. Its molar mass is 898.1 g mol⁻¹. For the orbital gap, the calculation gives 7.56 eV.